Entry 1:
Here is C17H24N5O7S2SbYb as an isolated structure in a non-equilibrium geometry from OMol25. Energies are from ωB97M-V with the def2-TZVPD basis set.

Cartesian coordinates (Å):
Yb -0.023 0.621 -0.707
O 1.771 2.011 -3.466
C 1.412 1.755 -2.313
N 1.600 0.621 -1.623
C 1.427 -0.520 -2.307
O 1.810 -0.784 -3.450
C 0.800 -1.677 -1.539
C 1.238 -2.960 -1.865
C 0.669 -4.058 -1.223
C -0.329 -3.849 -0.279
C -0.718 -2.546 -0.013
N -0.188 -1.464 -0.613
C 0.796 2.914 -1.543
C 1.237 4.196 -1.874
C 0.674 5.296 -1.230
C -0.320 5.091 -0.281
C -0.712 3.790 -0.012
N -0.188 2.705 -0.613
H 2.013 -3.089 -2.614
H 1.002 -5.061 -1.467
H -0.796 -4.680 0.235
H -1.496 -2.329 0.711
H 2.008 4.321 -2.627
H 1.009 6.298 -1.476
H -0.782 5.924 0.234
H -1.487 3.575 0.716
C -3.098 -2.091 1.746
O -3.429 -1.495 0.492
C -2.419 -0.764 -0.040
O -1.314 -0.593 0.451
N -2.804 -0.224 -1.236
N -1.885 0.565 -1.932
H -3.969 -2.655 2.093
H -2.868 -1.321 2.489
H -2.260 -2.785 1.633
H -3.742 -0.417 -1.571
H -2.300 1.517 -2.050
H -1.722 0.123 -2.865
C 2.977 -2.657 0.208
Sb 1.704 -1.107 1.020
C 3.254 -0.289 2.289
C 0.888 -2.378 2.568
H 3.521 -3.163 1.032
H 3.707 -2.204 -0.493
H 2.354 -3.399 -0.333
H 3.771 -1.111 2.826
H 2.799 0.404 3.026
H 3.988 0.262 1.666
H 1.707 -2.932 3.069
H 0.178 -3.101 2.114
H 0.354 -1.754 3.314
O -4.003 3.182 1.300
S -2.722 3.269 1.991
O -2.634 2.564 3.263
O -2.051 4.562 1.930
S -1.529 2.127 0.800
H 1.122 1.765 0.438

Calculated values
E_LUMO (alpha / beta)	1.966 / 1.977	eV
energy relative to the best compared isomer or geometry (same formula, charge and spin)	0.0	kJ/mol
2S+1	2
total charge	-1
Kohn-Sham gap (alpha / beta)	5.02 / 5.15	eV



Entry 2:
Here is a 2-piece molecular cluster, C17H24N6O5 overall in a non-equilibrium geometry from OMol25. Energies are from ωB97M-V with the def2-TZVPD basis set.

Cartesian coordinates (Å):
O -2.633 4.209 -2.761
O -1.924 2.146 1.096
O 3.886 -5.323 0.602
N -2.239 -1.024 2.308
N -1.242 -1.148 0.165
O 4.623 -3.611 1.881
O 3.233 -1.836 -2.030
C -3.345 3.216 -2.679
C -1.739 2.746 0.043
C 4.284 -4.178 0.703
C 1.221 -1.268 3.082
C 0.665 -1.205 4.335
C -2.295 -1.015 0.977
C -1.028 -1.105 2.823
C -0.035 -1.241 0.712
C 0.128 -1.215 2.095
N -0.710 -1.109 4.160
N -1.596 4.075 -0.016
N -2.987 2.120 -2.014
N 1.037 -1.385 -0.179
C -4.700 3.192 -3.344
C -1.606 4.963 1.145
C -1.723 1.990 -1.286
C 2.186 -0.885 -2.319
C 4.357 -3.313 -0.545
C 0.842 -1.176 -1.633
C 2.278 -2.067 0.241
C 2.988 -2.754 -0.946
H 4.515 -4.317 2.538
H 2.285 -1.330 2.876
H 1.204 -1.213 5.279
H -3.274 -0.922 0.517
H -1.407 -1.019 4.893
H -1.562 4.488 -0.941
H -3.634 1.350 -1.973
H -4.748 2.351 -4.033
H -5.472 3.097 -2.584
H -4.840 4.123 -3.892
H -1.648 6.003 0.819
H -2.477 4.747 1.768
H -0.704 4.804 1.739
H -1.534 0.942 -1.086
H -0.907 2.374 -1.897
H 2.029 -0.848 -3.402
H 2.526 0.105 -2.001
H 5.047 -2.486 -0.356
H 4.766 -3.907 -1.367
H 0.382 -2.065 -2.078
H 0.177 -0.328 -1.818
H 2.960 -1.338 0.691
H 2.038 -2.830 0.988
H 2.353 -3.575 -1.296

Calculated values
E_LUMO	0.594	eV
SMILES	O=C(O)C[C@H]1CN(c2ncnc3[nH]ccc23)CCO1.CNC(=O)CNC(C)=O
total charge	0
Kohn-Sham gap	8.46	eV



Entry 3:
Here is an isolated molecule of C17H24O8 from OMol25. Energies are from ωB97M-V with the def2-TZVPD basis set.

Cartesian coordinates (Å):
O 5.489 1.651 1.548
C 5.333 0.507 1.195
O 6.252 -0.441 1.450
H 6.995 -0.047 1.932
C 4.158 0.007 0.461
C 3.143 0.919 0.152
C 2.023 0.509 -0.537
C 1.897 -0.850 -0.925
C 2.911 -1.743 -0.612
C 4.038 -1.319 0.074
H 4.822 -2.020 0.308
H 2.837 -2.778 -0.905
O 0.759 -1.135 -1.602
C 0.486 -2.456 -2.017
C 0.007 -3.381 -0.884
H 0.048 -4.414 -1.241
O -1.330 -3.168 -0.516
C -1.540 -2.025 0.293
H -1.280 -1.112 -0.255
C -3.016 -2.022 0.720
O -3.213 -1.526 2.026
C -3.079 -0.131 2.174
C -4.201 0.671 1.489
O -3.991 0.969 0.126
C -3.336 2.180 -0.170
C -1.836 2.024 -0.453
O -1.313 3.321 -0.665
C -0.112 3.361 -1.389
C 1.076 2.697 -0.681
H 2.011 3.087 -1.104
H 1.045 2.925 0.392
O 0.984 1.305 -0.903
H 0.099 4.423 -1.529
H -0.236 2.878 -2.369
H -1.329 1.545 0.395
H -1.686 1.396 -1.339
H -3.814 2.581 -1.070
H -3.466 2.908 0.641
H -5.115 0.068 1.524
H -4.370 1.598 2.052
H -2.099 0.208 1.816
H -3.137 0.034 3.253
H -3.353 -3.061 0.753
H -3.621 -1.470 -0.006
H -0.908 -2.091 1.194
H 0.665 -3.275 -0.009
H 1.359 -2.896 -2.515
H -0.323 -2.355 -2.745
H 3.272 1.941 0.472

Calculated values
E_LUMO	0.566	eV
energy relative to the best compared isomer or geometry (same formula, charge and spin)	13.4	kJ/mol
SMILES	O=C(O)c1ccc2c(c1)OCCOCCOCCOCCOCCO2
total charge	0
Kohn-Sham gap	9.09	eV



Entry 4:
Here is C17H25BBrCrN10S2 as an isolated structure in a non-equilibrium geometry from OMol25. Energies are from ωB97M-V with the def2-TZVPD basis set.

Cartesian coordinates (Å):
Cr 0.457 -0.419 0.836
C -6.322 2.415 0.342
C -4.828 2.343 0.280
C -4.065 3.314 -0.365
C -2.682 3.275 -0.294
C -2.134 2.222 0.407
Br -0.211 2.164 0.679
N -2.799 1.232 0.951
C -4.133 1.307 0.893
H -6.631 3.386 0.729
H -6.734 1.644 0.989
H -6.765 2.310 -0.650
H -4.553 4.108 -0.917
H -2.064 4.034 -0.752
H -4.680 0.497 1.366
B 3.135 -2.386 0.386
N 3.035 -1.071 -0.425
C 3.968 -0.589 -1.239
C 3.558 0.655 -1.719
C 2.330 0.863 -1.132
N 2.017 -0.189 -0.336
N 1.723 -3.022 0.481
C 1.427 -4.314 0.417
C 0.147 -4.512 0.938
C -0.275 -3.252 1.309
N 0.682 -2.349 1.011
H 3.493 -2.122 1.506
H 3.851 -3.143 -0.190
H 4.865 -1.147 -1.448
H 4.078 1.304 -2.401
H 1.650 1.685 -1.271
H 2.123 -5.034 0.020
H -0.382 -5.445 1.030
H -1.185 -2.949 1.794
N -2.948 -1.493 0.060
C -2.188 -1.674 -1.017
N -2.531 -2.569 -1.931
S -0.783 -0.738 -1.282
H -3.815 -1.996 0.171
H -2.776 -0.677 0.633
H -3.383 -3.104 -1.878
H -1.942 -2.694 -2.738
C -3.120 0.542 4.679
C -2.195 -0.677 4.548
C -0.836 -0.300 4.079
N -0.368 -0.465 2.893
N 0.914 -0.039 2.734
C 1.441 0.518 3.802
N 2.644 1.076 3.848
S 0.333 0.455 5.142
H -4.093 0.218 5.045
H -3.251 1.034 3.717
H -2.721 1.263 5.392
H -2.618 -1.398 3.848
H -2.106 -1.165 5.520
H 3.241 1.046 3.036
H 3.033 1.416 4.711

Calculated values
E_LUMO (alpha / beta)	-7.377 / -6.795	eV
energy relative to the best compared isomer or geometry (same formula, charge and spin)	63.7	kJ/mol
2S+1	2
total charge	+2
Kohn-Sham gap (alpha / beta)	6.92 / 7.51	eV



Entry 5:
Here is a 2-piece molecular cluster, C17H25BN3O4 overall in a non-equilibrium geometry from OMol25. Energies are from ωB97M-V with the def2-TZVPD basis set.

Cartesian coordinates (Å):
N 3.816 -4.006 -3.098
B 2.874 -2.757 -3.207
C 1.378 -3.378 -3.500
C 0.213 -2.803 -2.566
C -0.273 -1.339 -3.002
O 0.491 -0.373 -2.797
O -1.550 -1.134 -3.616
O 3.140 -2.014 -1.962
C 4.268 -1.184 -2.352
C 4.702 -1.524 -3.888
O 3.443 -2.071 -4.376
H 3.549 -4.602 -3.896
H 3.622 -4.473 -2.201
H 1.146 -3.178 -4.606
H 1.387 -4.515 -3.364
H 0.461 -2.785 -1.454
H -0.705 -3.479 -2.723
H -1.514 -1.622 -4.473
H 3.952 -0.080 -2.233
H 5.210 -1.223 -1.714
H 4.792 -0.584 -4.540
H 5.605 -2.213 -3.854
C 0.045 2.763 -2.063
N -0.544 2.509 -0.734
C -1.187 1.346 -0.525
C -1.718 1.048 0.721
C -1.585 1.950 1.774
C -0.932 3.156 1.511
C -0.421 3.416 0.250
C -2.085 1.646 3.129
C -1.217 1.641 4.223
C -1.697 1.404 5.499
N -3.008 1.178 5.706
C -3.871 1.150 4.671
C -3.432 1.378 3.378
C -3.519 0.974 7.078
H -0.749 2.686 -2.805
H 0.812 2.004 -2.226
H 0.489 3.757 -2.094
H -1.256 0.658 -1.362
H -2.213 0.092 0.861
H -0.816 3.908 2.285
H 0.094 4.342 0.025
H -0.155 1.821 4.091
H -1.041 1.401 6.362
H -4.913 0.957 4.899
H -4.158 1.368 2.572
H -4.028 0.011 7.110
H -4.208 1.790 7.299
H -2.693 0.983 7.786

Calculated values
E_LUMO	-5.857	eV
total charge	+1
Kohn-Sham gap	1.48	eV



Entry 6:
Here is C17H25CeCl2F3N8 as an isolated structure from OMol25. Energies are from ωB97M-V with the def2-TZVPD basis set.

Cartesian coordinates (Å):
Ce 0.031 0.465 -0.032
N 1.198 1.434 2.180
C 1.603 0.386 3.165
C 0.650 -0.781 3.109
N 0.597 -1.391 1.751
C 1.785 -2.236 1.424
C 2.782 -1.540 0.524
N 2.093 -1.058 -0.704
H 0.469 1.998 2.616
H 1.971 2.085 2.062
H 2.620 0.074 2.929
H 1.634 0.790 4.176
H 0.948 -1.522 3.855
H -0.361 -0.454 3.362
H -0.206 -2.012 1.758
H 2.278 -2.574 2.338
H 1.418 -3.136 0.927
H 3.234 -0.677 1.011
H 3.591 -2.232 0.287
H 2.780 -0.634 -1.325
H 1.767 -1.863 -1.240
N -3.959 -1.795 0.651
C -3.476 -2.825 -0.129
C -2.243 -2.433 -0.536
N -1.959 -1.183 -0.006
C -3.023 -0.835 0.702
C -3.053 0.437 1.420
N -1.990 1.223 1.434
C -2.353 2.341 2.168
C -3.628 2.199 2.607
N -4.062 0.988 2.112
H -4.862 -1.793 1.102
H -4.048 -3.719 -0.316
H -1.558 -2.962 -1.178
H -1.694 3.178 2.324
H -4.261 2.835 3.203
H -4.989 0.613 2.250
F 0.612 -1.286 -7.287
C -0.372 -0.475 -6.896
F -1.540 -1.007 -7.249
F -0.228 0.702 -7.508
C -0.299 -0.269 -5.389
C 0.887 0.173 -4.819
C 0.929 0.371 -3.457
N -0.127 0.148 -2.649
C -1.265 -0.274 -3.220
C -1.395 -0.494 -4.579
H 1.764 0.364 -5.425
H 1.837 0.733 -2.992
H -2.111 -0.433 -2.564
H -2.337 -0.830 -4.990
Cl 1.947 2.647 -0.828
C 0.664 3.742 -1.453
Cl -0.944 3.072 -1.048
H 0.762 3.807 -2.529
H 0.773 4.697 -0.954

Calculated values
E_LUMO (alpha / beta)	-8.817 / -8.766	eV
energy relative to the best compared isomer or geometry (same formula, charge and spin)	0.0	kJ/mol
2S+1	2
total charge	+3
Kohn-Sham gap (alpha / beta)	8.68 / 8.73	eV



| no. | DFT total energy (a.u.) |
| --- | --- |
| 1 | -3657.363171 |
| 2 | -1367.002419 |
| 3 | -1264.045475 |
| 4 | -5649.638392 |
| 5 | -1152.535417 |
| 6 | -2795.238590 |